No. 1
Density functional theory data (ωB97M-V/def2-TZVPD) for a structure of composition C19H23FeN2O in a non-equilibrium geometry.

## Properties
- ⟨S²⟩: 6.011
- 2S+1: 5
- Frontier orbital gap (spin up / spin down): 2.55 / 6.44 eV
- Maximum force: 5.1 eV/A
- Charge: -1
- HOMO level (spin up / spin down): 0.303 / -4.289 eV
- E_LUMO (spin up / spin down): 2.85 / 2.15 eV

XYZ file:
```
46
Properties=species:S:1:pos:R:3:forces:R:3:nbo_charge:R:1
C 5.261 -4.115 -1.699 -0.409 0.132 0.760 -0.255
O 4.996 -3.842 -0.306 0.576 -0.158 -0.808 -0.495
C 3.734 -3.536 0.083 0.184 -0.666 -1.123 0.351
C 3.617 -2.972 1.371 0.482 0.708 1.971 -0.323
C 2.449 -2.287 1.707 0.937 0.394 1.781 -0.500
C 1.380 -2.246 0.817 -2.295 3.168 1.648 0.056
C 0.377 -1.010 1.024 -1.417 -4.373 2.178 -0.179
C -1.059 -1.569 0.706 0.710 -0.945 0.589 -0.025
C -1.839 -2.419 1.660 -1.318 0.129 -2.220 -0.226
C -3.235 -2.626 1.063 3.137 0.328 -0.740 -0.251
C -3.217 -1.964 -0.251 1.986 -0.954 1.264 -0.257
C -1.845 -1.387 -0.443 -2.691 -1.646 -0.176 -0.251
Fe -2.723 -0.715 1.219 -1.193 -0.205 0.393 0.046
C -1.997 0.969 1.936 -1.153 0.830 0.431 -0.263
C -2.613 0.188 2.985 -0.213 1.102 0.067 -0.250
C -3.984 -0.046 2.627 -0.204 0.829 -0.170 -0.244
C -4.235 0.570 1.338 0.769 0.758 0.605 -0.261
C -2.997 1.199 0.897 -0.368 0.335 1.376 -0.262
C 1.435 -2.917 -0.411 0.034 -1.823 -2.931 -0.392
C 2.612 -3.604 -0.772 -1.050 0.013 -1.293 -0.446
H 6.340 -4.236 -1.744 0.043 -0.074 -0.119 0.177
H 4.761 -5.042 -2.014 0.127 0.240 0.036 0.174
H 4.948 -3.283 -2.348 -0.006 -0.230 0.286 0.185
H 4.437 -3.024 2.080 0.063 -0.056 -0.194 0.183
H 2.309 -1.853 2.690 0.126 -0.117 0.186 0.186
H 0.316 -0.610 2.025 -0.129 -1.005 1.328 0.199
H -1.492 -2.855 2.591 -0.055 0.432 -0.081 0.236
H -4.040 -3.224 1.502 0.391 0.507 -0.131 0.226
H -4.034 -1.998 -0.971 0.360 0.316 0.252 0.226
H -1.557 -0.989 -1.381 0.330 0.816 -0.328 0.232
H -0.993 1.391 1.947 -0.409 -0.512 -0.094 0.281
H -2.131 -0.099 3.930 -0.254 -0.039 -0.735 0.235
H -4.735 -0.530 3.257 0.423 -0.066 -0.462 0.224
H -5.186 0.604 0.818 0.232 -0.207 0.024 0.225
H -2.852 1.769 -0.016 -0.006 -0.271 0.205 0.229
H 0.555 -3.004 -1.058 0.252 0.038 0.322 0.194
H 2.666 -4.174 -1.713 -0.121 0.369 0.488 0.182
C 1.609 2.485 0.306 -1.109 1.075 0.941 -0.449
N 0.543 1.505 0.597 1.225 -1.304 0.517 -0.528
N 1.116 0.133 0.429 -1.376 1.327 -0.786 -0.612
H 1.407 3.339 1.035 0.546 -0.827 -1.013 0.187
H 2.628 2.132 0.457 -0.239 -0.276 0.071 0.214
H 1.485 2.843 -0.713 0.285 0.199 -0.220 0.175
H -0.163 1.548 -0.150 0.078 -0.163 -0.221 0.306
H 1.809 0.006 1.207 1.862 0.795 -0.179 0.343
H 0.468 -0.414 -0.352 0.858 1.078 -3.694 0.198
```
Forces are in eV/Å.

***

No. 2
Density functional theory data (ωB97M-V/def2-TZVPD) for the molecule C5H5NO2 in a non-equilibrium geometry.

## Properties
- SMILES: O=Cn1cccc1O
- 2S+1: 1
- Frontier orbital gap: 8.58 eV
- Maximum force: 3.8 eV/A
- Charge: 0
- HOMO level: -8.171 eV
- E_LUMO: 0.41 eV

XYZ file:
```
13
Properties=species:S:1:pos:R:3:forces:R:3:nbo_charge:R:1
C -0.035 0.979 0.011 2.851 1.925 -0.714 0.458
C 1.373 0.996 0.027 -0.406 0.686 0.465 -0.353
C 1.877 -0.372 0.080 -3.478 -0.047 -0.377 -0.257
C 0.747 -1.152 -0.052 -0.394 -1.293 -0.344 -0.097
C -1.743 -0.845 -0.021 -1.307 3.287 1.003 0.551
H -1.718 1.844 -0.159 -1.561 -0.558 -0.109 0.504
H 1.954 1.935 -0.032 -0.464 -0.839 0.321 0.233
H 2.796 -0.859 0.290 0.924 0.411 -0.219 0.237
H 0.620 -2.296 -0.186 0.185 2.358 0.487 0.223
H -1.899 -1.922 0.081 0.745 -0.130 -0.399 0.163
N -0.423 -0.303 -0.128 -1.097 -3.674 0.329 -0.440
O -0.823 2.091 -0.021 1.704 -0.592 0.219 -0.648
O -2.728 -0.096 0.110 2.297 -1.533 -0.664 -0.574
```
Forces are in eV/Å.

***

No. 3
Density functional theory data (ωB97M-V/def2-TZVPD) for a cluster of 5 separate species, C5H18N2O5 in total in a non-equilibrium geometry.

## Properties
- SMILES: N/C=N/CCCC=O.O.O.O.O
- 2S+1: 1
- Frontier orbital gap: 9.56 eV
- Maximum force: 2.7 eV/A
- Charge: 0
- HOMO level: -9.404 eV
- E_LUMO: 0.16 eV

XYZ file:
```
30
Properties=species:S:1:pos:R:3:forces:R:3:nbo_charge:R:1
O 1.509 -0.741 -0.500 -0.481 -0.023 0.189 -0.616
C 0.818 -0.932 0.490 1.336 0.180 -1.011 0.456
C -0.282 -1.949 0.505 -1.018 0.313 1.430 -0.540
C -1.498 -1.397 1.295 0.274 0.623 -0.334 -0.394
C -2.471 -0.608 0.379 0.072 -1.235 1.064 -0.231
N -0.722 1.517 -2.068 0.380 -0.330 0.062 -0.820
C -1.190 0.420 -1.391 -0.603 -0.499 -0.542 0.307
N -1.846 0.462 -0.318 0.037 1.693 0.828 -0.564
H 1.115 -0.306 1.350 -0.823 -0.503 0.457 0.156
H 0.011 -2.859 1.042 0.478 0.095 -0.305 0.254
H -0.598 -2.182 -0.507 0.314 -0.223 -0.139 0.225
H -2.043 -2.133 1.889 -0.012 -0.330 -0.513 0.219
H -1.142 -0.714 2.079 0.130 0.101 -0.244 0.215
H -3.021 -1.299 -0.278 0.129 0.072 0.045 0.178
H -3.159 -0.242 1.154 -0.371 0.425 -0.775 0.202
H -0.844 2.424 -1.644 -0.066 -0.119 0.251 0.369
H 0.220 1.353 -2.423 -0.169 0.319 -0.290 0.419
H -1.016 -0.495 -1.971 0.093 -0.111 0.121 0.141
H 2.872 -1.636 -2.448 -0.277 0.102 0.254 0.462
H 1.946 -2.505 -1.535 -0.045 0.627 0.029 0.481
O 2.657 -2.527 -2.175 0.565 -1.022 -0.595 -0.944
H -1.050 2.485 1.125 -0.400 -1.603 0.779 0.489
H -0.325 3.546 1.528 0.792 0.356 1.341 0.470
O -0.560 2.700 1.950 -0.659 1.120 -2.333 -0.944
H 2.014 1.175 2.982 0.029 0.070 0.077 0.458
H 0.538 1.561 2.770 0.215 0.081 0.284 0.495
O 1.143 1.104 3.384 -0.041 -0.192 -0.203 -0.965
H 2.390 1.914 -1.850 -0.130 0.331 -0.363 0.472
H 2.390 0.506 -2.209 -0.293 -0.162 -0.294 0.483
O 2.143 1.357 -2.603 0.546 -0.155 0.729 -0.934
```
Forces are in eV/Å.